No. 1
56
Properties=species:S:1:pos:R:3 method="wB97M-V/def2-TZVPD" spin_multiplicity=6 max_force_ev_per_a=3.964 orbital_gap_ev="8.20 / 8.30" s2=8.7571 total_charge=+2
Sm -2.284 -0.289 -0.519
C 2.977 0.062 4.719
C 3.546 -0.422 3.389
C 4.814 0.365 3.068
C 5.464 -0.193 1.814
C 4.478 -0.203 0.692
C 4.920 -0.165 -0.614
C 4.013 -0.174 -1.674
F 4.473 -0.136 -2.922
C 2.662 -0.227 -1.451
C 2.192 -0.264 -0.130
C 0.773 -0.343 0.094
O -0.068 -0.364 -0.873
C 0.367 -0.394 1.457
C 1.286 -0.378 2.473
N 2.602 -0.312 2.256
C 3.091 -0.246 0.965
C -1.136 -0.391 1.477
O -1.761 -1.449 1.199
O -1.717 0.719 1.329
H 3.782 0.030 5.451
H 2.179 -0.566 5.106
H 2.632 1.092 4.648
H 3.801 -1.487 3.470
H 5.506 0.291 3.906
H 4.559 1.418 2.931
H 5.808 -1.215 2.001
H 6.335 0.400 1.535
H 5.976 -0.150 -0.835
H 1.958 -0.263 -2.269
H 0.951 -0.436 3.496
I -4.636 1.764 -0.359
C -2.840 2.850 -0.910
C -2.772 4.220 -0.805
C -1.543 4.803 -1.103
C -0.492 4.001 -1.524
C -0.694 2.632 -1.631
N -1.857 2.048 -1.306
H -3.621 4.813 -0.502
H -1.424 5.870 -1.000
H 0.469 4.428 -1.765
H 0.086 1.963 -1.984
C -3.594 -3.605 -2.987
P -4.287 -2.042 -2.384
C -5.640 -1.541 -3.480
C -4.913 -2.317 -0.671
O -3.218 -0.958 -2.308
H -4.389 -4.332 -3.137
H -2.859 -4.003 -2.284
H -3.103 -3.417 -3.941
H -6.383 -2.330 -3.549
H -5.215 -1.372 -4.469
H -6.116 -0.625 -3.132
H -5.633 -3.138 -0.664
H -5.426 -1.423 -0.290
H -4.076 -2.600 -0.001

No. 2
54
Properties=species:S:1:pos:R:3 method="wB97M-V/def2-TZVPD" spin_multiplicity=2 max_force_ev_per_a=1.030 orbital_gap_ev="4.80 / 7.85" s2=0.7770 total_charge=-1
Hg -0.642 -0.727 0.862
C 0.222 -4.876 -1.880
C -0.220 -4.048 -0.822
N 0.403 -2.965 -0.456
C 1.557 -2.618 -1.077
C 2.145 -3.449 -2.086
C 1.399 -4.574 -2.500
C 3.404 -3.138 -2.615
C 4.075 -2.023 -2.170
C 3.512 -1.138 -1.215
C 4.198 0.021 -0.759
C 3.578 0.861 0.176
C 2.324 0.562 0.631
N 1.636 -0.555 0.215
C 2.222 -1.399 -0.671
H -0.367 -5.736 -2.178
H -1.124 -4.298 -0.273
H 1.784 -5.191 -3.305
H 3.845 -3.795 -3.357
H 5.056 -1.785 -2.568
H 5.194 0.225 -1.138
H 4.067 1.760 0.532
H 1.811 1.201 1.333
O -2.007 0.204 2.993
N -1.768 1.354 3.394
N -0.841 1.992 2.751
O -0.144 1.538 1.731
C -0.467 3.267 3.282
C -1.274 3.944 4.194
C -0.853 5.162 4.702
C 0.361 5.715 4.314
C 1.154 5.033 3.404
C 0.742 3.815 2.881
H -2.213 3.504 4.493
H -1.482 5.688 5.413
H 0.682 6.669 4.713
H 2.109 5.447 3.101
H 1.344 3.268 2.169
C -1.255 -0.811 -2.719
Si -2.754 -0.578 -1.619
C -3.109 1.238 -1.329
C -4.230 -1.346 -2.508
C -2.479 -1.419 0.004
H -1.332 -0.255 -3.661
H -1.124 -1.873 -2.960
H -0.344 -0.483 -2.206
H -3.290 1.779 -2.264
H -2.265 1.714 -0.817
H -3.991 1.358 -0.689
H -4.418 -0.864 -3.475
H -5.142 -1.263 -1.907
H -4.048 -2.410 -2.695
H -2.385 -2.502 -0.112
H -3.255 -1.201 0.743

No. 3
53
Properties=species:S:1:pos:R:3 method="wB97M-V/def2-TZVPD" spin_multiplicity=5 max_force_ev_per_a=4.931 orbital_gap_ev="2.20 / 4.91" s2=6.0541 total_charge=-2
Ir -0.625 -0.042 0.670
C -2.096 1.689 0.174
C -1.131 1.966 -0.837
C -0.930 0.799 -1.603
H -0.657 2.923 -1.007
C -1.762 -0.248 -1.077
C -2.544 0.324 0.018
H -3.329 -0.165 0.572
H -2.513 2.389 0.880
H -0.304 0.693 -2.483
H -1.887 -1.231 -1.510
C 0.689 -0.905 2.262
C -0.662 -1.386 2.373
C -1.000 -2.034 1.136
H -1.320 -1.267 3.217
C 0.151 -1.946 0.256
C 1.190 -1.239 0.960
H 2.170 -1.003 0.579
H 1.252 -0.413 3.030
H -1.945 -2.497 0.911
H 0.224 -2.349 -0.742
O 1.621 1.186 -0.796
C 2.464 -1.779 -3.597
C 2.778 -0.294 -3.435
C 1.021 -1.969 -3.889
C 3.206 -2.535 -2.544
C 2.319 1.132 -1.867
H 2.337 0.391 -4.201
H 3.867 -0.049 -3.307
H 3.444 1.216 -1.765
H 1.982 1.773 -2.744
H 0.660 -2.698 -4.622
H 0.606 -0.985 -4.107
H 0.632 -2.215 -2.913
H 3.916 -3.341 -2.778
H 2.436 -2.891 -1.877
H 3.732 -1.759 -1.976
O 1.835 2.916 0.478
C 1.023 2.624 1.374
N 0.088 1.662 1.729
S -0.682 1.994 3.265
O -2.101 2.196 3.087
O -0.212 1.091 4.283
C 0.162 3.531 3.367
C 0.035 4.550 4.288
C 0.788 5.713 4.079
C 1.655 5.879 2.982
C 1.804 4.857 2.064
C 1.039 3.711 2.328
H -0.645 4.366 5.107
H 0.685 6.513 4.800
H 2.211 6.799 2.844
H 2.454 4.906 1.181

No. 4
61
Properties=species:S:1:pos:R:3 method="wB97M-V/def2-TZVPD" spin_multiplicity=2 max_force_ev_per_a=1.071 orbital_gap_ev="7.52 / 7.11" s2=0.8261 total_charge=-1
Mn -0.676 0.056 0.317
C -6.097 -0.388 -2.644
C -5.830 0.161 -1.251
N -4.653 1.008 -1.190
C -3.404 0.547 -0.911
S -2.192 1.714 -0.518
N -3.257 -0.764 -1.023
N -2.004 -1.163 -0.612
C -1.616 -2.353 -0.885
C -2.363 -3.356 -1.700
C -0.310 -2.717 -0.257
C 0.255 -3.977 -0.341
C 1.464 -4.212 0.311
C 2.058 -3.194 1.028
C 1.425 -1.957 1.064
N 0.282 -1.723 0.425
H -6.908 -1.120 -2.626
H -5.204 -0.881 -3.028
H -6.372 0.411 -3.334
H -5.700 -0.662 -0.547
H -6.675 0.764 -0.911
H -4.773 1.990 -1.017
H -3.252 -2.900 -2.125
H -2.663 -4.209 -1.086
H -1.728 -3.737 -2.502
H -0.236 -4.764 -0.896
H 1.936 -5.183 0.245
H 3.008 -3.323 1.526
H 1.858 -1.118 1.591
O -0.984 0.140 2.315
N -0.808 1.307 2.814
N -0.104 2.069 2.087
O 0.362 1.725 0.913
C 0.187 3.398 2.576
C 0.623 4.333 1.656
C 0.911 5.619 2.096
C 0.766 5.952 3.433
C 0.332 4.992 4.341
C 0.042 3.705 3.920
H 0.728 4.043 0.622
H 1.253 6.360 1.385
H 0.995 6.954 3.771
H 0.230 5.242 5.389
H -0.292 2.947 4.613
N 0.630 0.428 -1.418
C 1.987 -0.014 -1.287
C 2.917 0.624 -0.481
C 4.169 0.046 -0.302
C 4.513 -1.152 -0.917
C 3.583 -1.756 -1.757
C 2.333 -1.194 -1.936
S 6.146 -1.862 -0.746
O 5.910 -3.288 -0.944
O 6.540 -1.494 0.607
O 6.941 -1.240 -1.789
H 0.249 0.078 -2.288
H 0.496 1.432 -1.383
H 2.644 1.532 0.039
H 4.892 0.509 0.359
H 3.845 -2.690 -2.237
H 1.593 -1.697 -2.553

No. 5
52
Properties=species:S:1:pos:R:3 method="wB97M-V/def2-TZVPD" max_force_ev_per_a=0.747 orbital_gap_ev=8.67 total_charge=0
C -1.498 -0.935 -2.118
O -1.800 0.220 -1.376
C -1.024 0.529 -0.290
C 0.152 -0.142 0.010
C 0.970 0.240 1.065
C 2.272 -0.484 1.303
N 2.968 -0.788 0.066
C 3.445 -2.138 -0.131
C 4.687 -2.442 0.732
N 5.278 -3.740 0.482
C 3.150 0.117 -0.928
O 3.595 -0.192 -2.021
C 2.766 1.520 -0.645
C 1.939 2.293 -1.404
C 1.829 3.617 -0.931
C 2.600 3.844 0.161
S 3.467 2.443 0.642
C 0.574 1.294 1.871
C -0.614 1.946 1.610
C -1.429 1.591 0.541
O -2.549 2.357 0.410
C -3.635 1.938 -0.392
C -4.184 0.578 -0.043
C -4.867 -0.158 -1.003
C -5.371 -1.409 -0.699
C -5.193 -1.942 0.567
C -4.517 -1.212 1.529
C -4.020 0.045 1.228
H -0.529 -0.852 -2.621
H -2.285 -1.013 -2.865
H -1.511 -1.830 -1.488
H 0.473 -0.958 -0.617
H 2.069 -1.439 1.797
H 2.908 0.106 1.974
H 2.644 -2.850 0.100
H 3.708 -2.231 -1.189
H 5.446 -1.682 0.534
H 4.422 -2.394 1.792
H 4.597 -4.477 0.633
H 5.595 -3.803 -0.479
H 1.416 1.916 -2.263
H 1.206 4.364 -1.389
H 2.725 4.752 0.717
H 1.191 1.609 2.698
H -0.940 2.767 2.229
H -3.369 1.970 -1.455
H -4.401 2.701 -0.206
H -4.998 0.253 -1.993
H -5.901 -1.973 -1.453
H -5.580 -2.923 0.802
H -4.377 -1.619 2.520
H -3.499 0.613 1.984

No. 6
52
Properties=species:S:1:pos:R:3 method="wB97M-V/def2-TZVPD" max_force_ev_per_a=0.530 orbital_gap_ev=7.97 total_charge=0
C -1.048 0.213 5.375
C 0.187 0.422 4.987
C 1.193 1.358 4.488
C 1.191 1.864 3.063
O 2.181 2.341 2.559
N -0.004 1.694 2.430
C -0.264 1.705 1.051
C 0.748 1.705 0.102
C 0.449 1.597 -1.243
C -0.871 1.494 -1.667
O -1.284 1.333 -2.955
C -0.336 1.376 -4.005
C 0.122 2.796 -4.326
C -1.888 1.524 -0.712
C -1.589 1.623 0.629
C 1.501 -0.148 4.677
C 1.786 -0.942 3.426
O 2.900 -1.335 3.169
N 0.687 -1.133 2.643
C 0.632 -1.444 1.278
C 1.769 -1.592 0.489
C 1.639 -1.788 -0.868
C 0.384 -1.848 -1.476
O 0.392 -1.989 -2.832
C -0.826 -2.172 -3.525
C -1.388 -3.582 -3.366
C -0.750 -1.731 -0.680
C -0.619 -1.529 0.681
H -1.761 1.019 5.460
H -1.391 -0.767 5.665
H 1.690 2.036 5.172
H -0.800 1.466 3.010
H 1.776 1.776 0.417
H 1.266 1.577 -1.945
H -0.870 0.959 -4.865
H 0.517 0.726 -3.781
H -0.736 3.412 -4.581
H 0.806 2.776 -5.170
H 0.625 3.245 -3.473
H -2.911 1.453 -1.046
H -2.388 1.628 1.357
H 2.177 -0.400 5.485
H -0.206 -0.895 3.053
H 2.744 -1.539 0.943
H 2.514 -1.889 -1.491
H -0.568 -1.995 -4.573
H -1.562 -1.418 -3.220
H -1.620 -3.794 -2.325
H -2.292 -3.685 -3.959
H -0.656 -4.310 -3.708
H -1.741 -1.771 -1.102
H -1.511 -1.422 1.284

No. 7
61
Properties=species:S:1:pos:R:3 method="wB97M-V/def2-TZVPD" max_force_ev_per_a=0.519 orbital_gap_ev="6.15 / 5.52" total_charge=+1
W -1.361 0.771 1.459
C -5.136 2.115 2.811
C -4.062 1.094 2.661
O -2.880 1.582 2.389
C -4.262 -0.253 2.841
C -3.174 -1.102 3.125
C -3.378 -2.341 3.934
N -1.949 -0.724 2.798
N -0.927 -1.289 3.530
C 0.075 -0.477 3.550
O -0.009 0.673 2.885
C 1.299 -0.748 4.313
C 2.341 0.176 4.303
C 3.496 -0.083 5.023
C 3.615 -1.260 5.747
C 2.576 -2.184 5.754
C 1.419 -1.932 5.041
H -4.832 2.847 3.560
H -6.081 1.664 3.100
H -5.254 2.650 1.866
H -5.257 -0.601 3.070
H -4.415 -2.663 3.863
H -3.146 -2.138 4.981
H -2.708 -3.130 3.602
H 2.239 1.092 3.738
H 4.304 0.636 5.021
H 4.517 -1.460 6.309
H 2.670 -3.101 6.320
H 0.603 -2.642 5.041
Se -0.597 3.305 1.127
Se -2.050 4.676 2.013
Se -2.576 2.192 -0.416
Se -2.766 -0.072 -0.410
C 2.652 1.520 -8.398
C 1.953 1.047 -7.155
C 1.893 1.848 -6.019
C 1.224 1.427 -4.880
C 0.612 0.182 -4.880
C 0.651 -0.635 -6.004
C 1.322 -0.197 -7.130
S -0.196 -0.398 -3.429
O -1.217 -1.323 -3.811
O -0.475 0.743 -2.602
N 0.898 -1.288 -2.594
C 1.970 -0.677 -1.825
C 1.810 -0.981 -0.331
C 0.614 -0.327 0.260
O -0.319 -0.986 0.814
O 0.459 0.937 0.292
H 3.339 2.336 -8.182
H 1.926 1.879 -9.129
H 3.213 0.710 -8.865
H 2.369 2.821 -6.028
H 1.155 2.062 -4.008
H 0.144 -1.590 -5.997
H 1.351 -0.827 -8.011
H 1.016 -2.228 -2.941
H 1.965 0.399 -1.996
H 2.938 -1.056 -2.153
H 2.682 -0.618 0.219
H 1.718 -2.053 -0.166

No. 8
52
Properties=species:S:1:pos:R:3 method="wB97M-V/def2-TZVPD" max_force_ev_per_a=2.791 orbital_gap_ev=5.80 total_charge=+1
Pd 0.000 -0.198 -0.007
C -2.548 -0.711 1.200
N -1.994 -0.091 -0.014
C -2.509 -0.723 -1.238
C -2.321 1.328 -0.016
C -3.640 1.731 -0.012
C -3.974 3.079 -0.003
C -2.949 4.024 -0.001
C -1.629 3.646 -0.002
C -1.247 2.277 -0.006
N 0.000 1.734 -0.001
C 1.247 2.277 -0.005
C 1.629 3.646 -0.002
C 2.948 4.024 -0.001
C 3.974 3.079 -0.003
C 3.640 1.731 -0.012
C 2.321 1.328 -0.016
N 1.994 -0.091 -0.014
C 2.509 -0.723 -1.238
C 2.548 -0.711 1.200
H -3.637 -0.617 1.231
H -2.136 -0.205 2.082
H -2.300 -1.774 1.234
H -3.601 -0.657 -1.285
H -2.234 -1.780 -1.264
H -2.095 -0.208 -2.114
H -4.433 0.999 -0.016
H -5.011 3.375 0.001
H -3.204 5.072 0.003
H -0.893 4.426 0.006
H 0.893 4.426 0.007
H 3.204 5.072 0.004
H 5.011 3.375 0.001
H 4.433 0.999 -0.016
H 3.601 -0.657 -1.285
H 2.095 -0.208 -2.114
H 2.234 -1.780 -1.264
H 3.637 -0.617 1.231
H 2.300 -1.774 1.234
H 2.136 -0.205 2.082
N 0.000 -5.951 -2.863
C 0.000 -5.274 -1.933
C 0.000 -4.443 -0.803
C 0.000 -4.987 0.529
C 0.000 -4.098 1.578
C 0.000 -2.731 1.344
N 0.000 -2.208 0.062
C 0.000 -3.068 -0.959
H 0.000 -6.052 0.680
H 0.000 -4.457 2.598
H 0.000 -2.009 2.158
H 0.000 -2.642 -1.960

No. 9
56
Properties=species:S:1:pos:R:3 method="wB97M-V/def2-TZVPD" max_force_ev_per_a=1.169 orbital_gap_ev=6.04 total_charge=-1
Na 0.051 -0.298 -0.223
C 0.769 1.631 2.527
N 1.551 1.265 1.364
C 2.503 0.193 1.607
C 3.061 -0.430 0.334
C 4.045 -1.401 0.444
C 4.521 -2.001 -0.707
C 4.005 -1.604 -1.927
C 3.034 -0.620 -1.936
N 2.568 -0.027 -0.837
C 2.131 2.422 0.717
C 1.269 3.043 -0.368
C 1.620 4.300 -0.857
C 0.902 4.835 -1.908
C -0.153 4.107 -2.436
C -0.444 2.879 -1.868
N 0.245 2.352 -0.854
C -0.160 0.538 3.029
C -0.654 0.563 4.326
C -1.559 -0.416 4.702
C -1.930 -1.387 3.787
C -1.372 -1.349 2.518
N -0.505 -0.400 2.154
H 0.150 2.491 2.247
H 1.400 1.976 3.367
H 1.987 -0.590 2.165
H 3.348 0.530 2.235
H 4.403 -1.693 1.424
H 5.268 -2.783 -0.652
H 4.309 -2.065 -2.856
H 2.580 -0.322 -2.872
H 3.068 2.131 0.243
H 2.388 3.204 1.451
H 2.451 4.833 -0.413
H 1.160 5.808 -2.309
H -0.744 4.473 -3.264
H -1.262 2.274 -2.245
H -0.339 1.339 5.013
H -1.975 -0.417 5.703
H -2.645 -2.161 4.029
H -1.637 -2.074 1.756
N -2.823 1.477 0.197
C -3.651 0.270 0.280
C -3.050 -1.049 -0.223
O -3.625 -2.088 0.199
N -2.014 -0.934 -1.034
C -1.502 -2.225 -1.556
C 0.048 -2.327 -1.525
O 0.665 -2.346 -2.608
O 0.589 -2.340 -0.367
H -2.395 1.455 -0.724
H -2.030 1.351 0.819
H -4.565 0.439 -0.299
H -3.982 0.103 1.307
H -1.808 -2.352 -2.598
H -1.905 -3.056 -0.972